96
Properties=species:S:1:pos:R:3 method="wB97M-V/def2-TZVPD" multiplicity=2 mol_weight_g_mol=963.54 gap_ev="8.3 / 6.5" relative_energy_kcal_mol=183.1 fmax_ev_per_a=12.7 s2=0.7622
Cu 1.277 1.676 0.750
C 0.942 4.620 -1.194
C -0.322 3.771 -1.168
C -1.332 4.397 -0.202
C -0.977 3.660 -2.550
O -0.004 2.442 -0.760
Ge -0.925 1.379 0.903
O 0.142 2.180 1.919
C -0.132 2.797 3.248
C -1.646 2.780 3.481
C 0.367 4.241 3.253
C 0.502 1.989 4.380
O -0.675 -0.886 0.252
C -1.215 -1.796 1.211
C -2.746 -1.868 1.145
C -0.817 -1.239 2.583
C -0.655 -3.208 1.031
H 0.685 5.657 -1.395
H 1.625 4.278 -1.965
H 1.440 4.545 -0.227
H -1.635 5.374 -0.567
H -0.887 4.511 0.782
H -2.214 3.757 -0.128
H -1.287 4.642 -2.894
H -1.855 3.022 -2.468
H -0.283 3.238 -3.271
H -2.172 3.239 2.647
H -1.883 3.321 4.393
H -1.997 1.753 3.578
H -0.321 4.885 2.712
H 1.346 4.305 2.796
H 0.440 4.598 4.275
H 0.298 0.929 4.236
H 0.058 2.305 5.323
H 1.571 2.143 4.436
H -3.159 -0.867 1.020
H -3.119 -2.299 2.073
H -3.072 -2.495 0.319
H -1.449 -0.381 2.829
H 0.214 -0.901 2.543
H -0.927 -2.005 3.346
H -1.016 -3.642 0.097
H -1.000 -3.835 1.851
H 0.432 -3.197 1.022
F 2.196 -1.635 2.173
C 2.901 -0.611 2.678
C 2.475 0.703 2.480
C 3.373 1.659 2.985
F 3.111 2.965 2.800
C 4.544 1.366 3.663
F 5.336 2.353 4.100
C 4.883 0.038 3.882
F 5.986 -0.275 4.568
C 4.061 -0.954 3.370
F 4.388 -2.243 3.533
C -0.159 0.347 -2.765
Ge -0.506 -1.220 -1.603
C 1.009 -2.441 -1.950
C 2.082 -2.628 -1.096
C 3.175 -3.373 -1.506
C 3.195 -3.943 -2.769
C 2.131 -3.745 -3.635
C 1.055 -2.977 -3.231
C -2.415 -1.691 -2.048
C -3.252 -0.603 -2.005
C -4.622 -0.709 -2.274
C -5.161 -1.932 -2.558
C -4.350 -3.083 -2.588
C -4.894 -4.360 -2.834
C -4.104 -5.474 -2.823
C -2.726 -5.359 -2.587
C -2.163 -4.132 -2.373
C -2.953 -2.963 -2.346
H 0.382 -0.030 -3.632
H 0.458 1.075 -2.260
H -1.073 0.821 -3.103
H 2.065 -2.172 -0.121
H 4.013 -3.508 -0.837
H 4.048 -4.528 -3.082
H 2.139 -4.187 -4.623
H 0.231 -2.789 -3.913
H -2.847 0.367 -1.730
H -5.244 0.174 -2.257
H -6.215 -2.039 -2.765
H -5.956 -4.432 -3.021
H -4.537 -6.448 -2.993
H -2.115 -6.251 -2.572
H -1.097 -4.041 -2.217
F 3.339 0.293 -2.635
C 3.459 1.488 -2.042
F 4.725 1.888 -2.176
F 2.702 2.348 -2.739
S 2.897 1.308 -0.256
O 4.021 0.671 0.345
O 2.634 2.629 0.183
O 1.762 0.463 -0.436

10
Properties=species:S:1:pos:R:3 method="wB97M-V/def2-TZVPD" mol_weight_g_mol=127.50 gap_ev=9.7 relative_energy_kcal_mol=67.4 fmax_ev_per_a=4.9
C -0.090 -0.247 -0.077
C -1.503 -0.484 -0.430
N -2.684 1.104 0.168
O -3.238 0.888 1.171
O -2.695 2.011 -0.580
F -1.819 -0.484 -1.778
Cl -2.037 -1.967 0.337
H 0.468 -1.231 -0.200
H 0.380 0.470 -0.681
H -0.038 0.072 0.889

111
Properties=species:S:1:pos:R:3 method="wB97M-V/def2-TZVPD" multiplicity=3 mol_weight_g_mol=1093.60 gap_ev="6.4 / 6.1" relative_energy_kcal_mol=9.2 fmax_ev_per_a=1.0 s2=2.0312 total_charge=+2
W 0.767 0.329 0.332
C 1.025 3.423 3.499
C 1.225 2.290 2.560
N 0.572 2.111 1.459
N -0.300 3.087 1.023
C -0.725 2.749 -0.164
O -0.332 1.646 -0.741
C -1.690 3.591 -0.882
C -2.132 4.792 -0.324
C -3.066 5.559 -1.000
C -3.556 5.135 -2.229
C -3.112 3.943 -2.788
C -2.179 3.169 -2.117
C 2.264 1.276 2.788
C 3.081 1.260 3.900
C 4.096 0.316 3.974
C 4.265 -0.575 2.933
C 3.400 -0.517 1.855
N 2.420 0.384 1.783
H 0.308 4.129 3.093
H 0.652 3.042 4.454
H 1.967 3.937 3.695
H -1.741 5.115 0.631
H -3.409 6.492 -0.573
H -4.282 5.740 -2.757
H -3.488 3.623 -3.751
H -1.819 2.244 -2.547
H 2.934 1.978 4.693
H 4.752 0.291 4.835
H 5.056 -1.313 2.941
H 3.484 -1.207 1.028
C -4.962 0.833 1.184
C -3.619 1.508 1.341
C -3.232 1.769 2.776
O -2.510 0.724 0.752
P -2.332 -0.675 0.115
O -0.932 -0.854 -0.415
C -2.486 -1.865 1.466
P -0.921 -1.865 2.375
O -0.068 -0.652 2.081
O -1.159 -1.836 3.908
C -2.060 -2.611 4.794
C -2.508 -3.918 4.179
C -3.204 -1.710 5.201
O -0.282 -3.205 1.905
C 1.163 -3.504 1.983
C 1.481 -4.090 3.340
C 1.458 -4.431 0.831
O -3.460 -0.842 -0.932
C -3.457 -1.711 -2.141
C -2.638 -1.034 -3.215
C -2.995 -3.109 -1.799
H -5.722 1.491 1.607
H -5.012 -0.111 1.732
H -5.212 0.655 0.141
H -3.599 2.434 0.768
H -3.236 0.844 3.356
H -3.947 2.456 3.230
H -2.239 2.218 2.827
H -2.649 -2.873 1.083
H -3.311 -1.589 2.121
H -1.422 -2.809 5.652
H -3.162 -3.763 3.318
H -3.086 -4.465 4.925
H -1.667 -4.541 3.882
H -3.917 -1.570 4.384
H -2.834 -0.739 5.528
H -3.744 -2.165 6.031
H 1.676 -2.554 1.841
H 0.884 -4.986 3.518
H 1.306 -3.374 4.145
H 2.531 -4.384 3.368
H 1.010 -5.411 0.999
H 2.537 -4.564 0.737
H 1.076 -4.009 -0.098
H -4.510 -1.717 -2.411
H -1.586 -0.988 -2.930
H -3.007 -0.025 -3.402
H -2.722 -1.602 -4.142
H -1.943 -3.119 -1.503
H -3.095 -3.741 -2.682
H -3.610 -3.549 -1.012
Br -0.302 1.905 -6.635
C 1.443 1.291 -6.252
C 2.526 2.136 -6.444
C 3.799 1.675 -6.148
C 3.974 0.404 -5.617
C 2.890 -0.456 -5.477
C 1.620 -0.008 -5.803
N 5.324 0.034 -5.304
N 5.613 -0.497 -4.226
C 4.596 -0.704 -3.225
C 4.292 -1.979 -2.836
C 3.286 -2.245 -1.883
C 2.604 -1.208 -1.304
O 1.614 -1.351 -0.405
C 2.966 0.117 -1.651
N 2.260 1.101 -1.020
C 2.556 2.360 -1.253
C 3.591 2.727 -2.119
C 4.295 1.758 -2.783
C 3.975 0.399 -2.583
H 2.379 3.132 -6.837
H 4.668 2.299 -6.323
H 3.026 -1.471 -5.129
H 0.769 -0.670 -5.712
H 4.814 -2.805 -3.303
H 3.041 -3.267 -1.623
H 1.962 3.109 -0.748
H 3.813 3.776 -2.255
H 5.103 2.028 -3.450

83
Properties=species:S:1:pos:R:3 method="wB97M-V/def2-TZVPD" mol_weight_g_mol=901.50 gap_ev=8.4 relative_energy_kcal_mol=1.5 fmax_ev_per_a=0.5 total_charge=+2
In 2.550 -1.061 0.580
F 1.965 0.929 -4.650
C 2.024 1.617 -3.526
F 1.289 2.711 -3.630
F 3.281 1.953 -3.267
S 1.334 0.590 -2.108
O 2.356 0.703 -1.049
O 0.039 1.118 -1.844
N 1.260 -0.919 -2.602
S 2.635 -1.683 -2.587
O 3.001 -2.212 -1.244
O 3.724 -1.018 -3.247
C 2.195 -3.196 -3.546
F 1.879 -2.839 -4.776
F 3.263 -3.980 -3.554
F 1.180 -3.816 -2.973
F -3.930 -2.255 -1.416
C -3.521 -1.256 -0.610
C -2.204 -1.163 -0.291
C -1.762 -0.177 0.600
C -0.339 -0.080 0.870
O 0.422 -0.934 0.334
C 0.072 1.013 1.669
C -0.889 1.826 2.202
N -2.217 1.695 2.036
C -3.030 2.554 2.903
C -4.378 2.200 3.437
C -4.219 3.347 2.463
C -2.686 0.712 1.163
C -4.030 0.626 0.769
C -4.471 -0.348 -0.108
N -5.828 -0.393 -0.478
C -6.872 -0.300 0.526
C -7.895 0.756 0.078
N -7.819 0.849 -1.425
C -7.684 -0.516 -2.039
C -6.289 -1.065 -1.687
C 1.499 1.401 1.975
O 1.744 2.537 2.305
O 2.379 0.433 1.969
H -1.489 -1.860 -0.706
H -0.566 2.655 2.818
H -2.376 3.050 3.602
H -4.564 2.429 4.476
H -4.841 1.283 3.106
H -4.289 4.353 2.851
H -4.571 3.251 1.447
H -4.748 1.349 1.114
H -6.460 -0.028 1.493
H -7.367 -1.270 0.651
H -7.682 1.749 0.470
H -8.915 0.480 0.338
H -6.981 1.383 -1.665
H -8.626 1.349 -1.799
H -7.826 -0.428 -3.113
H -8.491 -1.119 -1.628
H -5.593 -0.864 -2.498
H -6.369 -2.149 -1.573
C 6.790 0.281 1.851
C 5.262 0.138 1.743
N 4.906 -0.461 0.431
C 5.735 -1.672 0.220
C 7.202 -1.274 -0.011
N 7.361 0.140 0.467
C 6.641 1.059 -0.477
C 5.203 0.529 -0.631
H 7.246 -0.496 2.462
H 7.089 1.255 2.235
H 4.754 1.096 1.826
H 4.889 -0.499 2.541
H 5.356 -2.219 -0.641
H 5.629 -2.305 1.097
H 7.487 -1.285 -1.062
H 7.892 -1.902 0.550
H 8.350 0.383 0.487
H 7.185 1.057 -1.419
H 6.680 2.057 -0.046
H 5.049 0.056 -1.599
H 4.500 1.352 -0.549
O 1.666 -3.154 1.207
N 2.616 -3.368 2.003
O 2.730 -4.326 2.692
O 3.513 -2.413 2.015

9
Properties=species:S:1:pos:R:3 method="wB97M-V/def2-TZVPD" mol_weight_g_mol=180.98 smiles=C#C.C#N.I gap_ev=10.8 relative_energy_kcal_mol=56.3 fmax_ev_per_a=1.5
C 0.555 1.116 -0.532
C -0.336 0.530 0.046
H 1.561 1.366 -0.830
H -1.275 0.173 0.476
C 3.913 0.007 0.176
N 4.611 0.326 -0.687
H 3.428 -0.410 1.076
I -6.696 -0.922 0.003
H -5.761 -2.186 0.272

137
Properties=species:S:1:pos:R:3 method="wB97M-V/def2-TZVPD" mol_weight_g_mol=934.62 gap_ev=4.1 fmax_ev_per_a=6.3 total_charge=-2
Li 0.306 -1.419 -3.623
Li -2.167 -4.643 -3.487
Li -0.377 -2.982 -1.505
Li -2.751 -0.127 -2.421
Li -1.392 -2.777 -5.215
P -2.778 -2.325 -3.253
O -2.192 -3.263 -2.182
O -4.011 -1.538 -2.848
O -3.150 -3.241 -4.416
O -1.670 -1.375 -3.769
P 0.654 -3.804 -4.337
O 0.706 -3.167 -2.931
O 0.560 -2.597 -5.194
O -0.677 -4.510 -4.832
O 1.791 -4.623 -4.923
O 0.252 0.683 0.221
C -0.579 0.089 -0.597
O -0.118 -0.874 -1.218
O -1.722 0.543 -0.854
H 0.884 0.063 -0.151
C 1.437 3.960 -0.298
C 2.599 4.094 -1.349
C 3.577 3.048 -0.894
O 3.475 3.203 0.581
C 2.114 3.387 0.916
H 0.677 3.242 -0.605
H 1.014 4.952 -0.140
H 3.180 5.017 -1.346
H 2.398 3.977 -2.414
H 4.599 3.124 -1.265
H 3.380 2.040 -1.259
H 2.287 4.060 1.756
H 1.784 2.407 1.262
C 1.106 3.519 5.703
C 0.647 4.080 4.383
C 1.374 5.449 4.321
O 1.323 5.872 5.670
C 0.982 4.780 6.545
H 2.114 3.106 5.679
H 0.420 2.744 6.046
H -0.439 4.171 4.386
H 1.055 3.483 3.567
H 0.717 6.094 3.736
H 2.418 5.237 4.093
H -0.008 4.914 6.980
H 1.637 4.813 7.416
C 1.052 -0.127 3.538
C 2.255 -0.015 4.265
C 2.633 -1.449 4.542
O 1.440 -2.053 4.795
C 0.299 -1.279 4.334
H 1.143 -0.292 2.464
H 0.468 0.790 3.615
H 1.970 0.570 5.140
H 3.083 0.480 3.758
H 3.257 -1.392 5.434
H 2.947 -1.995 3.652
H -0.227 -0.756 5.132
H -0.492 -1.783 3.779
C 1.688 -5.742 1.519
C 0.929 -6.382 0.493
C 0.962 -5.344 -0.583
O 0.669 -4.177 0.118
C 1.345 -4.281 1.424
H 2.726 -6.047 1.388
H 1.580 -6.226 2.490
H -0.058 -6.623 0.887
H 1.311 -7.362 0.207
H 0.359 -5.566 -1.464
H 1.947 -5.228 -1.035
H 0.744 -3.959 2.276
H 2.224 -3.642 1.334
C 4.908 -0.298 -0.415
C 3.736 -1.176 -0.872
C 4.273 -1.791 -2.128
O 5.573 -1.191 -2.395
C 5.539 0.090 -1.767
H 5.652 -0.853 0.157
H 4.626 0.596 0.143
H 2.875 -0.551 -1.107
H 3.387 -1.920 -0.156
H 3.513 -1.662 -2.899
H 4.396 -2.868 -2.014
H 4.979 0.779 -2.399
H 6.545 0.509 -1.789
C -2.644 2.677 -5.679
C -3.439 3.558 -4.727
C -3.292 2.739 -3.339
O -3.339 1.349 -3.712
C -2.676 1.275 -5.004
H -1.586 2.914 -5.566
H -2.874 2.672 -6.745
H -4.454 3.591 -5.122
H -3.145 4.590 -4.536
H -4.142 2.995 -2.706
H -2.367 2.804 -2.767
H -3.230 0.573 -5.628
H -1.696 0.841 -4.809
C -3.249 1.421 4.157
C -3.264 2.126 2.786
C -4.369 1.317 2.115
O -5.272 0.918 3.162
C -4.473 0.532 4.320
H -3.224 2.153 4.964
H -2.367 0.786 4.240
H -2.247 2.050 2.403
H -3.523 3.178 2.902
H -4.031 0.472 1.515
H -4.837 2.027 1.433
H -4.192 -0.521 4.348
H -4.990 0.740 5.256
C -3.171 -2.535 2.194
C -4.506 -2.828 2.834
C -4.711 -4.341 2.470
O -3.809 -4.494 1.330
C -3.166 -3.306 0.931
H -2.263 -2.867 2.697
H -3.027 -1.457 2.121
H -5.353 -2.237 2.486
H -4.469 -2.811 3.923
H -5.680 -4.685 2.110
H -4.321 -4.826 3.365
H -3.646 -2.765 0.115
H -2.136 -3.552 0.673
C 1.060 2.535 -4.609
C 0.956 1.800 -5.882
C 1.698 0.498 -5.361
O 1.475 0.302 -3.948
C 0.928 1.562 -3.481
H 0.273 3.245 -4.355
H 2.036 3.021 -4.581
H 1.621 2.298 -6.587
H -0.019 1.547 -6.299
H 2.774 0.563 -5.521
H 1.380 -0.409 -5.876
H 1.440 1.830 -2.557
H -0.133 1.457 -3.251

no.,E_tot (eV)
1,-240538.703
2,-22943.302
3,-160143.279
4,-103183.750
5,-12763.080
6,-100118.427